Entry 1:
C26H48BF9GaN2O9P2 | the ωB97M-V functional and the def2-TZVPD basis

ORCA input file:
```
! wB97M-V def2-TZVPD RIJCOSX def2/J DEFGRID3
* xyz -1 1
C -5.272 0.910 -2.864
C -3.826 0.170 -3.015
B -3.396 -0.657 -1.664
O -4.161 -1.892 -1.405
Ga -1.883 -0.002 -0.336
C -2.035 -1.195 1.332
C -2.839 -0.512 2.573
C -1.779 -0.451 3.812
N -1.448 -1.841 4.330
C -2.197 2.034 0.070
C -1.168 2.662 1.030
C -1.347 4.202 1.315
C -2.570 4.789 0.537
C -3.526 3.992 -0.363
N -3.320 2.600 -0.587
C -0.094 -0.181 -1.383
F -0.079 0.867 -2.362
F -0.206 -1.424 -2.139
C 1.225 -0.282 -0.478
F 1.677 -1.650 -0.582
F 0.934 -0.116 0.920
C 2.467 0.613 -0.942
F 2.750 0.509 -2.342
F 3.628 0.038 -0.305
C 2.443 2.142 -0.480
F 2.386 2.344 0.909
F 3.697 2.703 -0.902
F 1.454 2.935 -1.077
H -5.810 0.982 -3.870
H -5.902 0.270 -2.142
H -5.182 1.972 -2.456
H -3.966 -0.597 -3.874
H -2.999 0.903 -3.330
H -5.060 -1.576 -1.135
H -2.669 -2.114 1.027
H -1.033 -1.643 1.698
H -3.278 0.511 2.325
H -3.645 -1.265 2.925
H -0.801 0.059 3.527
H -2.289 0.116 4.665
H -2.183 -2.476 3.971
H -0.602 -2.121 3.797
H -0.310 2.087 1.529
H -0.650 4.810 1.972
H -2.773 5.915 0.647
H -4.399 4.515 -0.892
O 0.787 -1.396 -9.289
P 0.113 -1.671 -7.941
O 0.428 -3.309 -7.891
C 1.735 -3.810 -8.133
C 2.551 -3.928 -6.863
O -1.440 -1.740 -8.520
C -1.775 -1.090 -9.740
C -1.628 -2.034 -10.922
O -0.608 -1.835 -6.404
C 0.156 -2.043 -5.231
C 1.217 -0.988 -5.010
H 2.271 -3.203 -8.867
H 1.614 -4.808 -8.570
H 2.730 -2.944 -6.422
H 3.520 -4.391 -7.057
H 2.028 -4.534 -6.116
H -1.175 -0.185 -9.872
H -2.816 -0.764 -9.666
H -0.702 -2.611 -10.883
H -1.654 -1.481 -11.864
H -2.443 -2.762 -10.927
H 0.572 -3.050 -5.237
H -0.543 -2.017 -4.389
H 1.823 -0.822 -5.906
H 1.874 -1.279 -4.188
H 0.754 -0.031 -4.752
O 4.234 0.921 7.285
P 2.781 1.403 7.209
O 2.068 -0.042 7.635
C 2.504 -0.765 8.778
C 1.745 -0.377 10.029
O 2.625 1.276 5.565
C 3.780 1.313 4.732
C 4.312 -0.087 4.473
O 1.212 2.078 7.156
C 0.466 2.348 8.325
C 1.194 3.236 9.312
H 3.578 -0.652 8.941
H 2.322 -1.826 8.568
H 1.939 0.666 10.295
H 2.036 -1.000 10.877
H 0.666 -0.484 9.882
H 4.547 1.962 5.165
H 3.487 1.769 3.782
H 4.350 -0.694 5.380
H 5.315 -0.045 4.040
H 3.658 -0.617 3.776
H 0.140 1.412 8.777
H -0.449 2.858 8.005
H 2.208 2.882 9.511
H 0.645 3.283 10.255
H 1.280 4.253 8.918
*
```

Maximum force, eV/Å: 9.13
Orbital gap, eV: 4.90

=====

Entry 2:
C26H48Cl3N6O3PmSi | the ωB97M-V functional and the def2-TZVPD basis

ORCA input file:
```
! wB97M-V def2-TZVPD RIJCOSX def2/J DEFGRID3
* xyz 0 5
C 0.406 1.238 -5.957
C 1.322 1.124 -4.744
H 0.907 0.829 -6.846
H 0.074 2.271 -6.163
H -0.465 0.592 -5.804
C 2.626 1.528 -4.757
C 3.191 2.374 -5.823
H 3.364 1.021 -4.173
H 2.778 3.387 -5.751
H 2.961 2.022 -6.834
H 4.290 2.427 -5.768
Pm -1.068 0.414 1.525
Cl -2.359 -1.818 0.727
Cl -2.780 2.194 2.295
C 1.070 -1.930 1.451
O 0.857 -0.825 2.031
N 2.190 -2.618 1.528
C 3.372 -2.084 2.206
C 2.243 -3.973 0.986
H 0.268 -2.385 0.841
H 3.131 -1.103 2.619
H 4.204 -1.993 1.494
H 3.670 -2.769 3.010
H 1.281 -4.177 0.512
H 2.406 -4.698 1.789
H 3.031 -4.063 0.235
H 0.458 3.637 -1.489
H 3.629 2.978 -1.951
C 1.183 3.999 -0.750
C 3.520 3.150 -0.866
N 2.137 2.956 -0.413
H 0.671 4.325 0.161
C 1.782 1.981 0.429
O 0.697 1.962 1.079
H 4.200 2.480 -0.317
H 2.524 1.166 0.515
H 1.747 4.820 -1.185
H 3.804 4.195 -0.683
O 0.307 1.260 -3.314
C 0.863 0.092 -3.741
C 2.941 0.061 -2.234
C 1.896 -0.599 -2.898
H 2.973 1.172 -2.242
C 3.986 -0.676 -1.647
H 0.142 -0.592 -4.239
C 1.897 -1.989 -2.952
H 4.855 -0.170 -1.202
C 3.948 -2.084 -1.660
C 2.888 -2.718 -2.317
H 1.067 -2.449 -3.500
H 4.751 -2.690 -1.215
H 2.814 -3.810 -2.357
Si -2.371 1.743 -2.135
Cl -0.647 0.440 -0.977
C -2.495 3.518 -1.529
C -3.764 0.950 -1.103
C -2.549 1.347 -3.914
H -1.566 3.895 -1.076
H -3.288 3.558 -0.758
H -2.806 4.191 -2.343
H -2.103 2.115 -4.557
H -3.622 1.287 -4.133
H -2.112 0.370 -4.141
H -3.818 -0.138 -1.250
H -4.730 1.396 -1.389
H -3.637 1.153 -0.027
C -1.650 -2.152 4.026
N -2.259 -0.799 3.859
C -2.137 -0.122 5.186
N -2.804 -0.882 6.277
C -2.228 -2.237 6.360
N -2.320 -2.948 5.073
C -3.766 -3.071 4.752
N -4.419 -1.738 4.642
C -3.736 -0.954 3.602
C -4.238 -1.074 5.958
H -0.597 -2.016 4.320
H -1.726 -2.683 3.069
H -2.604 0.870 5.113
H -1.071 -0.043 5.445
H -2.813 -2.799 7.104
H -1.178 -2.155 6.655
H -3.894 -3.606 3.800
H -4.249 -3.614 5.579
H -4.167 0.061 3.559
H -3.868 -1.467 2.641
H -4.665 -1.740 6.725
H -4.751 -0.100 5.948
*
```

Relative energy (zero: lowest compared OMol25 entry of this formula, charge and spin), eV: 5.165
Maximum force, eV/Å: 3.38
Orbital gap (spin up / spin down), eV: 4.95 / 4.96

=====

Entry 3:
C26H48ClEuP | the ωB97M-V functional and the def2-TZVPD basis

ORCA input file:
```
! wB97M-V def2-TZVPD RIJCOSX def2/J DEFGRID3
* xyz -1 7
Eu -0.230 2.605 1.740
Cl 0.135 0.638 3.401
P -0.388 -0.399 -0.067
C -1.398 3.797 2.597
H -1.542 4.730 1.998
H -1.077 4.160 3.615
C 0.042 -0.580 -1.897
C -2.130 -1.091 0.164
C -0.903 0.277 -2.749
H 1.041 -0.103 -1.924
C -0.366 0.424 -4.178
H -1.897 -0.194 -2.789
H -1.033 1.260 -2.282
C -0.085 -0.931 -4.841
H -1.085 0.993 -4.779
H 0.562 1.009 -4.143
C 0.729 -1.881 -3.955
H -1.040 -1.410 -5.099
H 0.449 -0.771 -5.784
C 0.200 -1.977 -2.515
H 0.747 -2.884 -4.399
H 1.771 -1.533 -3.917
H -0.770 -2.494 -2.526
H 0.884 -2.599 -1.924
C 0.688 -1.679 0.806
C -2.622 -2.163 -0.810
H -2.084 -1.535 1.176
C -4.015 -2.663 -0.400
H -2.677 -1.747 -1.826
H -1.936 -3.022 -0.847
C -5.036 -1.527 -0.259
H -4.369 -3.396 -1.136
H -3.925 -3.191 0.560
C -4.526 -0.372 0.605
H -5.285 -1.146 -1.257
H -5.963 -1.923 0.170
C -3.112 0.087 0.211
H -5.212 0.480 0.541
H -4.502 -0.689 1.657
H -3.144 0.571 -0.777
H -2.757 0.846 0.925
C 2.165 -1.517 0.417
H 0.581 -1.320 1.848
C 3.067 -2.380 1.311
H 2.310 -1.810 -0.634
H 2.458 -0.460 0.505
C 2.640 -3.853 1.331
H 4.106 -2.297 0.971
H 3.026 -1.977 2.331
C 1.146 -4.033 1.622
H 2.878 -4.311 0.362
H 3.224 -4.394 2.086
C 0.248 -3.145 0.749
H 0.861 -5.084 1.481
H 0.950 -3.786 2.674
H 0.292 -3.508 -0.289
H -0.793 -3.259 1.081
C 1.911 3.793 0.662
C 1.349 4.113 1.809
H 1.383 3.880 -0.235
C 1.913 3.593 3.211
H 0.332 5.020 2.138
C 3.426 3.846 3.167
H 1.384 4.138 4.013
H 1.744 2.515 3.486
C 4.040 3.100 1.974
H 3.563 4.923 3.016
H 3.943 3.622 4.101
C 3.178 3.130 0.565
H 5.065 3.494 1.765
H 4.156 2.020 2.283
H 3.892 3.563 -0.182
H 3.121 2.061 0.266
C -1.359 2.968 -0.587
H -2.167 2.391 -1.045
H -1.694 3.905 -0.095
H -0.482 3.080 -1.243
*
```

Maximum force, eV/Å: 7.57
Orbital gap (spin up / spin down), eV: 5.62 / 5.54

=====

Entry 4:
C26H48F2NO3Si | the ωB97M-V functional and the def2-TZVPD basis

ORCA input file:
```
! wB97M-V def2-TZVPD RIJCOSX def2/J DEFGRID3
* xyz 1 1
C -4.702 -3.404 -1.353
C -5.003 -2.595 -2.184
C -5.385 -1.630 -3.205
C -4.453 -0.420 -3.315
C -4.120 0.288 -1.961
C -2.616 0.281 -1.702
C -2.170 -1.075 -1.165
N -0.902 -0.750 -0.436
C -1.326 0.432 0.393
C -0.200 1.103 1.198
F 0.031 2.336 0.665
F 0.942 0.384 0.999
C -0.548 1.267 2.672
C 0.587 0.843 3.620
Si 0.729 -1.042 3.899
C -0.608 -1.988 2.926
C 0.617 -1.500 5.702
C 2.373 -1.580 3.126
C 2.494 -2.841 2.532
C 3.675 -3.205 1.963
C 4.758 -2.348 1.968
C 4.675 -1.102 2.557
C 3.466 -0.731 3.126
C -2.086 1.307 -0.603
H -4.384 -4.027 -0.556
H -5.355 -2.156 -4.158
H -6.411 -1.330 -3.012
H -4.921 0.321 -3.959
H -3.518 -0.713 -3.788
H -4.666 -0.216 -1.165
H -4.481 1.312 -2.033
H -2.105 0.583 -2.614
H -2.083 -1.809 -1.959
H -2.841 -1.456 -0.403
H -0.502 -1.489 0.143
H -0.242 -0.407 -1.138
H -2.119 0.028 1.014
H -1.471 0.767 2.948
H -0.735 2.328 2.830
H 1.533 1.260 3.290
H 0.388 1.275 4.601
H -0.182 -2.219 1.945
H -0.848 -2.936 3.401
H -1.518 -1.413 2.757
H 1.268 -0.922 6.353
H -0.407 -1.348 6.049
H 0.818 -2.559 5.855
H 1.661 -3.532 2.524
H 3.756 -4.175 1.488
H 5.694 -2.633 1.508
H 5.507 -0.418 2.559
H 3.424 0.259 3.557
H -2.917 1.850 -0.176
H -1.401 1.937 -1.156
C 3.690 1.928 -0.213
C 4.512 2.341 0.993
O 5.840 1.829 0.903
H 3.664 0.840 -0.295
H 2.668 2.301 -0.138
H 4.135 2.315 -1.132
H 4.087 1.936 1.911
H 4.555 3.432 1.074
H 6.241 2.178 0.101
C -7.633 -2.722 -7.667
C -7.286 -3.608 -6.486
O -7.819 -3.090 -5.266
H -7.252 -1.711 -7.511
H -7.209 -3.117 -8.592
H -8.715 -2.646 -7.788
H -6.206 -3.667 -6.356
H -7.667 -4.621 -6.642
H -8.775 -3.045 -5.362
C 6.932 6.278 0.877
C 8.168 5.497 1.288
O 7.832 4.382 2.108
H 6.395 6.629 1.759
H 7.196 7.139 0.262
H 6.246 5.644 0.308
H 8.840 6.125 1.869
H 8.708 5.145 0.402
H 7.246 3.809 1.604
*
```

Maximum force, eV/Å: 1.80
Orbital gap, eV: 8.73

=====

Entry 5:
C26H48MoO2P2 | the ωB97M-V functional and the def2-TZVPD basis

ORCA input file:
```
! wB97M-V def2-TZVPD RIJCOSX def2/J DEFGRID3
* xyz 2 3
Mo 0.626 -1.511 -1.627
C 2.686 -0.568 -0.744
C 2.576 -0.546 -2.215
C 1.795 1.480 -1.359
C 2.310 0.740 -0.267
C 1.845 0.680 -2.546
C 3.292 -1.652 0.077
H 3.215 -2.630 -0.420
H 2.778 -1.748 1.047
H 4.356 -1.459 0.280
C 2.477 1.215 1.127
H 2.247 0.453 1.881
H 1.825 2.081 1.345
H 3.500 1.555 1.343
C 1.281 2.888 -1.330
H 1.982 3.647 -1.725
H 1.022 3.225 -0.313
H 0.368 2.994 -1.941
C 1.358 1.149 -3.868
H 2.113 1.642 -4.487
H 0.561 1.879 -3.730
H 0.938 0.330 -4.449
C 3.095 -1.604 -3.137
H 4.160 -1.518 -3.407
H 2.538 -1.609 -4.084
H 2.999 -2.600 -2.673
C -0.771 -2.108 -0.220
C 0.200 -3.144 -0.491
C 0.049 -4.212 -1.530
C -0.145 -3.745 -2.974
C -0.179 -2.257 -3.269
C -1.138 -1.342 -2.665
C -2.447 -1.911 -2.031
C -2.246 -2.287 -0.619
H -0.763 -4.911 -1.281
H -1.044 -4.248 -3.354
H 0.953 -4.841 -1.514
H -2.658 -3.278 -0.397
H -0.621 -1.530 0.700
H 0.779 -3.525 0.372
H -2.840 -1.632 0.020
H -3.184 -1.103 -2.061
H -1.334 -0.385 -3.202
H -2.907 -2.741 -2.581
H 0.697 -4.158 -3.548
H 0.217 -2.029 -4.265
P 0.367 -0.658 3.400
C 1.332 0.088 4.759
H 0.933 -0.229 5.733
H 1.276 1.182 4.691
H 2.390 -0.191 4.694
C -1.274 -0.512 4.200
H -1.193 -0.781 5.261
H -2.004 -1.161 3.706
H -1.613 0.526 4.097
C 0.725 -2.427 3.738
H 0.116 -3.050 3.074
H 0.507 -2.672 4.785
H 1.779 -2.637 3.517
P -2.781 2.001 -0.608
C -3.099 2.638 -2.285
H -4.110 3.048 -2.386
H -2.989 1.765 -2.950
H -2.350 3.394 -2.569
C -4.348 1.285 -0.043
H -4.676 0.561 -0.807
H -5.082 2.087 0.084
H -4.180 0.758 0.912
C -2.183 3.308 0.500
H -3.011 3.958 0.808
H -1.412 3.883 -0.042
H -1.703 2.814 1.382
C -0.161 4.418 3.952
C 0.206 3.400 2.914
O 1.220 3.662 2.201
O -0.535 2.357 2.798
H 0.647 4.499 4.687
H -1.091 4.163 4.463
H -0.262 5.397 3.470
*
```

Relative energy (zero: lowest compared OMol25 entry of this formula, charge and spin), eV: 0.000
Maximum force, eV/Å: 3.99
Orbital gap (spin up / spin down), eV: 6.63 / 4.47

=====

Calculated total energy values (in hartree) by entry order: -5337.1334 -3852.2903 -2531.1264 -1788.8939 -1920.0463.